1.
Computed, not measured: a 3-piece molecular cluster, C2H10O2S overall at a distorted geometry, with ωB97M-V/def2-TZVPD.

* highest occupied orbital energy: -9.64 eV
* gap between HOMO and LUMO: 10.3 eV
* E_tot: -630.83934 hartree
* spin multiplicity: 1
* net charge: 0
* relative energy (zero: lowest compared OMol25 entry of this formula, charge and spin): 11.1 kcal per mole
* structure (SMILES): CCS.O.O

Bonds (Å) are listed after each position.
Atoms and positions in Å:
1 S -1.02622 -0.64020 -0.57288  C5 1.908, H9 1.367
2 O 1.56210 2.03475 0.13515  H11 0.981, H13 0.971
3 O -1.49329 2.36342 1.24390  H7 0.969, H15 0.965
4 C 1.50150 -2.15953 -0.66505  C5 1.558, H6 1.087, H10 1.125, H12 1.073
5 C 0.50151 -1.41309 0.26813  S1 1.908, C4 1.558, H8 1.108, H14 1.092
6 H 2.25511 -2.66866 -0.06972  C4 1.087
7 H -1.28798 1.57616 0.71798  O3 0.969
8 H 0.03975 -2.08931 1.01448  C5 1.108
9 H -0.89643 -1.28602 -1.77015  S1 1.367
10 H 2.05681 -1.45663 -1.34522  C4 1.125
11 H 1.42507 1.97439 1.10447  O2 0.981
12 H 0.99262 -2.99928 -1.09843  C4 1.073
13 H 0.80050 1.55602 -0.23054  O2 0.971
14 H 0.90900 -0.54701 0.79299  C5 1.092
15 H -2.44336 2.43400 1.39938  O3 0.965


2.
Computed, not measured: one molecule with the formula C4H5N3O2 at a distorted geometry, with ωB97M-V/def2-TZVPD.

* highest occupied orbital energy: -9.86 eV
* gap between HOMO and LUMO: 9.6 eV
* E_tot: -469.96869 hartree
* spin multiplicity: 1
* net charge: 0
* relative energy (zero: lowest compared OMol25 entry of this formula, charge and spin): 170.1 kcal per mole
* structure (SMILES): Cc1cnn([N+](=O)[O-])c1

Bonds (Å) are listed after each position.
Atoms and positions in Å:
1 O -4.41744 1.30006 -0.71135  N4 1.189
2 O -4.98594 -0.44531 0.43934  N4 1.190
3 N -2.90667 -0.23019 -0.11577  N4 1.422, N5 1.314, C6 1.675
4 N -4.23048 0.28824 -0.11495  O1 1.189, O2 1.190, N3 1.422
5 N -2.52269 -1.33202 0.48860  N3 1.314, C8 1.305
6 C -1.53145 0.65845 -0.46752  N3 1.675, C9 1.352, H10 1.042
7 C 0.87472 0.21105 -0.10761  C9 1.493, H11 1.019, H12 1.187, H14 1.013
8 C -1.22213 -1.30479 0.58718  N5 1.305, C9 1.447, H13 1.094
9 C -0.56960 -0.11637 0.08191  C6 1.352, C7 1.493, C8 1.447
10 H -1.58841 1.51664 -1.05653  C6 1.042
11 H 1.48219 -0.45655 0.36566  C7 1.019
12 H 1.22482 0.11533 -1.23777  C7 1.187
13 H -0.79454 -2.14477 1.14157  C8 1.094
14 H 1.10646 1.17779 0.08686  C7 1.013


3.
Computed, not measured: one molecule with the formula C2H4O2 at a distorted geometry, with ωB97M-V/def2-TZVPD.

* highest occupied orbital energy: -10.61 eV
* gap between HOMO and LUMO: 11.4 eV
* E_tot: -229.08943 hartree
* spin multiplicity: 1
* net charge: 0
* relative energy (zero: lowest compared OMol25 entry of this formula, charge and spin): 10.8 kcal per mole
* structure (SMILES): CC(=O)O

Bonds (Å) are listed after each position.
Atoms and positions in Å:
1 O -1.54905 0.63681 0.10108  C3 1.210
2 O 0.11474 0.50554 -1.46229  C3 1.392, H8 0.967
3 C -0.46243 0.21807 -0.22852  O1 1.210, O2 1.392, C4 1.505
4 C 0.41991 -0.52911 0.73548  C3 1.505, H5 1.172, H6 1.146, H7 1.144
5 H -0.10741 -0.54585 1.78251  C4 1.172
6 H 0.71131 -1.51681 0.23222  C4 1.146
7 H 1.38654 0.07634 0.64521  C4 1.144
8 H -0.51361 1.15502 -1.80570  O2 0.967


4.
Computed, not measured: a 2-piece molecular cluster, C2H5ClNO2 overall at a distorted geometry, with ωB97M-V/def2-TZVPD.

* highest occupied orbital energy: -2.74 eV
* gap between HOMO and LUMO: 6.5 eV
* E_tot: -744.58976 hartree
* spin multiplicity: 1
* net charge: -1
* relative energy (zero: lowest compared OMol25 entry of this formula, charge and spin): 4.3 kcal per mole

Bonds (Å) are listed after each position.
Atoms and positions in Å:
1 Cl -3.07778 -0.10009 -0.48704  C5 1.801
2 O 0.93310 1.03978 0.76804  C6 1.216
3 O 0.49797 -1.82150 0.22074  N4 1.324
4 N 1.30302 -0.92124 -0.32080  O3 1.324, C6 1.294, H8 0.989
5 C -1.54967 0.33807 0.35958  Cl1 1.801, H9 1.127, H10 1.115, H11 1.111
6 C 1.47746 0.33355 -0.05909  O2 1.216, N4 1.294, H7 1.162
7 H 2.27493 0.80302 -0.76186  C6 1.162
8 H 1.84539 -1.32417 -1.04253  N4 0.989
9 H -0.68285 -0.38143 0.39377  C5 1.127
10 H -1.71785 0.90133 1.30665  C5 1.115
11 H -1.30372 1.13266 -0.37746  C5 1.111


5.
Computed, not measured: one molecule with the formula C4H6N2O, with ωB97M-V/def2-TZVPD.

* highest occupied orbital energy: -7.32 eV
* gap between HOMO and LUMO: 8.2 eV
* E_tot: -340.75945 hartree
* spin multiplicity: 1
* net charge: 0
* relative energy (zero: lowest compared OMol25 entry of this formula, charge and spin): 22.3 kcal per mole
* structure (SMILES): Nc1c[nH]c(O)c1

Bonds (Å) are listed after each position.
Atoms and positions in Å:
1 O 2.60619 0.09629 0.70024  C6 1.361, H12 0.963
2 N -2.06117 0.73178 -0.74150  C4 1.410, H8 1.012, H11 1.012
3 N 0.81314 -1.26077 0.09755  C6 1.354, C7 1.389, H9 1.006
4 C -0.82961 0.17054 -0.34611  N2 1.410, C5 1.431, C7 1.371
5 C 0.33722 0.91156 0.02415  C4 1.431, C6 1.374, H10 1.083
6 C 1.31309 -0.01766 0.29082  O1 1.361, N3 1.354, C5 1.374
7 C -0.51357 -1.16275 -0.30293  N3 1.389, C4 1.371, H13 1.080
8 H -2.16299 1.68065 -0.40556  N2 1.012
9 H 1.33954 -2.10547 0.24119  N3 1.006
10 H 0.44915 1.98791 0.05132  C5 1.083
11 H -2.84646 0.18542 -0.41063  N2 1.012
12 H 2.65551 0.82383 1.32973  O1 0.963
13 H -1.10004 -2.04132 -0.52826  C7 1.080


6.
Computed, not measured: an isolated ion of composition C9H14N2O and charge +2 at a distorted geometry, with ωB97M-V/def2-TZVPD.

* highest occupied orbital energy (alpha / beta): -17.58 / -17.58 eV
* gap between HOMO and LUMO (alpha / beta): 7.3 / 7.3 eV
* E_tot: -535.34113 hartree
* spin multiplicity: 1
* net charge: +2
* relative energy (zero: lowest compared OMol25 entry of this formula, charge and spin): 0.0 kcal per mole

Bonds (Å) are listed after each position.
Atoms and positions in Å:
1 O 1.54139 2.61180 -0.04057  C4 1.446, C8 1.329
2 N -1.42270 0.59554 -0.00714  C6 1.477, C11 1.264, C12 1.426
3 N 1.64812 -0.80985 -0.11222  C5 1.477, C7 1.503, C10 1.294
4 C 0.10885 2.44631 0.06696  O1 1.446, C11 1.474, H15 1.122, H18 1.128
5 C 3.09490 -0.63189 0.12851  N3 1.477, C9 1.490, H19 1.120, H24 0.974
6 C -1.78546 -0.79881 -0.33287  N2 1.477, H13 1.096, H21 1.066, H26 1.130
7 C 0.99250 -2.15017 0.06678  N3 1.503, H16 1.059, H17 1.095, H23 1.070
8 C 2.03492 1.37790 -0.04861  O1 1.329, C9 1.354, C10 1.395
9 C 3.27712 0.84417 0.03273  C5 1.490, C8 1.354, H22 1.098
10 C 1.08672 0.35525 -0.08534  N3 1.294, C8 1.395, C11 1.474
11 C -0.22961 1.01375 -0.00764  N2 1.264, C4 1.474, C10 1.474
12 C -2.52771 1.48255 0.14981  N2 1.426, H14 1.092, H20 1.071, H25 1.073
13 H -2.81911 -0.85548 -0.69188  C6 1.096
14 H -2.30448 2.36240 0.75768  C12 1.092
15 H -0.51734 2.86049 -0.76632  C4 1.122
16 H 1.82434 -2.77757 -0.12520  C7 1.059
17 H 0.44420 -2.32644 0.99816  C7 1.095
18 H 0.04804 2.92830 1.08495  C4 1.128
19 H 3.46239 -1.10294 -0.81844  C5 1.120
20 H -3.41586 1.03002 0.54252  C12 1.071
21 H -1.19659 -1.14121 -1.15266  C6 1.066
22 H 4.22312 1.37356 0.21004  C9 1.098
23 H 0.27988 -2.24711 -0.72508  C7 1.070
24 H 3.54308 -0.94261 0.93525  C5 0.974
25 H -2.78250 2.06067 -0.71800  C12 1.073
26 H -1.91486 -1.44018 0.58893  C6 1.130


Question: Among the records above, which one has the highest E_tot?
Answer: C2H4O2